Computed, not measured: a cluster of 4 separate species, C18H19BrClN4O4P in total in a non-equilibrium geometry, with ωB97M-V/def2-TZVPD.

Values from the calculation:
highest occupied orbital energy	-8.810	eV
structure (SMILES)	Cc1c(P(C)O)cc2c(c1CC(=O)Br)C(=O)N(Cl)C2=O.CC#N.CC#N.CC#N
maximum force	0.1212	Eh/bohr

CARTESIAN COORDINATES (ANGSTROEM)
H1 -4.442397 3.979796 -9.249245
C1 -4.020458 3.060305 -7.389304
H2 -4.510184 2.206392 -9.262226
C2 0.203256 -4.275012 2.116331
H3 4.017810 3.005817 2.585589
H4 -2.941163 3.034170 -9.210865
N1 -4.049789 3.051908 -6.229456
C3 0.458981 -2.763857 1.864017
C4 -2.142017 -2.257534 1.473377
O1 4.552092 -2.437406 2.841189
C5 -0.644208 -1.861912 1.571161
H5 4.926230 -2.867959 3.626401
C6 2.131921 -0.796723 1.766262
C7 3.678590 -4.074326 0.626300
C8 1.816159 -2.200016 1.948458
C9 -0.316059 -0.458982 1.389378
Br1 -1.971607 -3.806780 -1.230249
C10 -3.938549 3.472595 -3.106899
N2 -0.338201 1.880716 0.834245
C11 -3.975663 3.070929 -8.870263
C12 1.023116 1.654431 1.278560
C13 -2.428328 -3.554969 0.657646
H6 0.182865 -4.779811 1.117832
O2 1.903385 2.434866 1.482119
P1 3.241695 -3.360753 2.325960
C14 4.293308 3.678289 3.396169
H7 -3.332277 4.141833 -1.193025
N3 6.619682 2.967181 4.400641
H8 4.773917 -4.041138 0.420335
C15 -4.098115 3.504766 -1.634185
H9 1.017527 -4.748151 2.715037
H10 -4.000316 2.498234 -1.227405
C16 -1.233499 0.756784 1.113261
H11 -2.654677 -2.289958 2.470913
O3 -2.965282 -4.464932 1.215629
H12 3.527089 3.635061 4.169263
H13 3.190967 -3.409527 -0.139810
C17 5.600996 3.278533 3.960784
H14 3.167828 -0.413700 1.869367
H15 -0.747062 -4.366391 2.689124
H16 -2.651646 -1.417625 0.921061
H17 4.351799 4.695181 3.009852
C18 1.048924 0.116679 1.484990
Cl1 -0.151579 2.177408 -0.862812
H18 -5.080740 3.898524 -1.375307
O4 -2.422738 0.888628 1.135972
N4 -3.820617 3.447396 -4.261030
H19 3.234439 -5.087784 0.479184

Force components x, y, z for each atom (eV/Å):
0.0 0.0 0.0
0.1 0.1 0.0
0.0 0.0 0.0
0.3 0.8 -0.2
0.0 0.0 0.0
0.0 0.0 0.0
-1.1 -1.6 -5.9
0.6 1.4 0.1
0.4 1.0 -1.3
-0.7 -0.1 -0.9
1.3 1.2 0.1
-0.3 0.2 -0.3
-2.0 0.2 0.0
-0.5 1.4 -0.8
0.0 1.0 -0.7
1.6 0.7 0.3
0.2 0.6 0.5
-0.2 -0.1 0.0
0.4 1.4 -0.1
0.0 0.1 0.6
-0.2 -3.1 0.8
-0.7 -0.7 2.1
-0.3 0.2 0.9
-0.8 0.0 -0.5
-0.1 -1.3 0.8
0.5 -0.2 0.2
0.0 0.0 0.0
-0.6 0.2 -0.2
-0.8 -0.3 0.4
0.0 -0.1 -0.5
-0.5 0.6 -0.5
0.0 0.1 0.0
1.0 -1.1 0.0
0.6 -0.5 -0.9
0.3 0.5 -0.8
0.0 0.0 0.0
0.5 -0.6 0.5
0.0 0.0 0.0
-0.8 -0.5 -0.1
0.6 -0.2 -0.7
0.5 -0.8 0.5
0.0 0.0 0.0
-0.9 -2.6 0.5
-0.6 0.2 -0.1
0.0 0.0 0.0
0.6 -0.2 -0.2
1.1 1.6 5.9
0.6 0.7 0.5

Computed, not measured: a structure of composition C18H19Cl5F6N3O7PS2W, with ωB97M-V/def2-TZVPD.

Values from the calculation:
highest occupied orbital energy (spin up / spin down)	-11.487 / -11.489	eV
spin multiplicity	2
⟨S²⟩	0.7580
net charge	+1
maximum force	0.0180	Eh/bohr
ΔE to the lowest compared entry with this formula, charge and spin	48.80	kJ/mol

CARTESIAN COORDINATES (ANGSTROEM)
H1 3.036487 -3.200085 -4.987306
N1 0.829683 0.799799 2.207803
Cl1 -2.350835 6.091794 1.839090
C1 2.519179 -2.298257 -4.670862
N2 -2.718042 -0.524037 -0.881524
C2 -0.788180 3.062309 -0.239361
H2 -0.832407 -3.868064 2.946413
H3 6.242983 -2.582827 -1.218503
O1 2.997841 -1.654748 -0.906160
H4 5.611152 -0.983223 -0.810119
O2 2.571214 -2.369923 -3.209145
C3 2.883541 1.329726 0.850578
H5 0.519927 -3.087534 -4.788129
H6 3.682898 2.059212 0.971028
Cl2 -0.479573 2.468100 -2.838252
H7 3.321760 0.362306 0.603811
Cl3 -2.879732 6.963381 -1.102209
F1 2.698400 -2.248701 1.934787
C4 0.491590 0.829147 3.551025
H8 3.096037 -1.428341 -4.983436
C5 1.593098 -2.701705 2.540370
F2 0.367570 -5.020006 1.038989
S1 0.429088 -0.647589 -2.005970
O3 -2.011484 -1.385486 -0.324910
P1 2.364373 -1.151559 -2.245756
C6 -1.004679 3.467390 -1.552247
C7 -1.200983 3.890897 0.803778
Cl4 -0.879617 3.427829 2.426650
O4 0.383809 -1.465712 0.930193
H9 0.606174 -1.320863 -4.915042
H10 1.119770 -2.329207 -6.268292
C8 -0.906845 -2.943664 2.377034
S2 2.922561 0.602232 -2.916196
F3 1.722339 -3.772778 -0.085906
H11 1.691876 1.461500 5.300413
O5 -0.151079 1.878429 0.014409
F4 1.356278 -1.883937 3.576579
C9 -2.078979 5.486638 -0.775740
H12 2.260666 1.642010 0.013309
H13 -0.483797 0.534190 3.894292
F5 -0.401144 -3.644689 -0.435697
C10 1.551670 1.285473 4.249730
H14 -1.070945 -2.118577 3.067011
C11 -1.651052 4.672642 -1.821151
O6 -1.766270 0.169282 1.782196
C12 0.371132 -2.710507 1.591723
W1 -0.553299 0.128981 0.639576
C13 0.525116 -3.808414 0.507183
C14 2.080862 1.225887 2.093671
H15 4.213496 -2.818892 0.207778
C15 -1.847019 5.094472 0.541149
Cl5 -1.923656 5.147751 -3.443087
H16 -1.750844 -3.014154 1.693572
F6 1.845019 -3.915177 3.022893
N3 2.536264 1.531328 3.316836
C16 5.401170 -1.903652 -1.355179
C17 4.143635 -2.563717 -0.846052
H17 3.457832 1.888506 3.509424
H18 3.888422 -3.458787 -1.408680
C18 1.101566 -2.254030 -5.180621
H19 5.330352 -1.670250 -2.418567
O7 -2.170948 0.600929 -0.761856

Force components x, y, z for each atom (eV/Å):
0.0 0.0 0.0
-0.1 -0.2 0.0
0.0 0.0 0.0
0.0 0.0 0.0
0.0 -0.3 -0.1
0.0 0.0 0.1
0.0 0.0 0.0
0.0 0.0 0.0
0.1 0.2 -0.1
0.0 0.0 0.0
0.0 0.1 0.0
0.0 0.0 0.0
0.0 0.0 0.0
0.0 0.0 0.0
0.1 0.0 0.0
0.0 0.0 0.0
0.0 0.0 0.0
0.0 0.0 0.0
0.0 0.0 0.0
0.0 0.0 0.0
0.0 0.0 0.0
0.0 0.0 0.0
0.1 0.1 0.1
0.2 0.3 0.2
-0.3 -0.2 0.2
0.0 0.0 0.0
0.1 -0.1 0.0
0.0 0.0 0.0
0.0 -0.1 -0.1
0.0 0.0 0.0
0.0 0.0 0.0
0.0 0.0 0.0
0.0 0.2 -0.1
-0.1 -0.1 0.1
0.0 0.0 0.0
0.1 0.1 0.1
0.0 0.0 0.0
0.0 0.0 0.0
0.0 0.0 0.0
0.0 0.0 0.0
0.0 0.0 0.0
0.0 0.0 0.0
0.0 0.0 0.0
0.0 0.0 0.0
0.2 0.1 0.4
0.0 0.1 0.1
-0.7 -0.3 -0.6
0.0 0.0 0.0
0.0 0.1 0.0
0.0 0.0 -0.1
0.0 0.0 0.0
0.0 0.0 0.0
0.0 0.0 0.0
0.0 0.0 0.0
0.0 0.0 0.0
0.0 0.0 0.0
0.1 0.0 0.0
0.0 0.0 0.0
0.0 0.0 0.0
0.0 0.0 0.0
0.0 0.0 0.0
0.2 0.1 0.0

Computed, not measured: the molecule C18H19ClN2O4 in a non-equilibrium geometry, with ωB97M-V/def2-TZVPD.

Values from the calculation:
highest occupied orbital energy	-9.110	eV
structure (SMILES)	COC(=O)C1CCN(C(=O)c2c(-c3ccccc3Cl)noc2C)CC1
maximum force	0.0245	Eh/bohr
ΔE to the lowest compared entry with this formula, charge and spin	54.05	kJ/mol

CARTESIAN COORDINATES (ANGSTROEM)
H1 -2.074761 -2.630550 0.128679
O1 -4.227760 -2.715476 1.325796
H2 2.975932 -4.000738 -0.996227
H3 0.227883 4.542764 0.379670
C1 3.011467 -1.258213 0.970228
C2 3.191426 -2.573183 0.588532
C3 -0.057126 1.843385 -0.420571
C4 2.475343 -0.321026 0.087712
C5 -0.604548 -0.203013 0.873758
N1 3.215704 1.618127 1.291380
Cl1 1.568467 0.399687 -2.379514
H4 -2.622748 -0.026256 1.585307
C6 2.334507 -2.053828 -1.590411
H5 -3.106303 -1.056134 -1.870964
C7 -5.585570 -2.937716 1.686368
C8 1.612115 3.094227 1.009939
C9 -2.521279 -1.632635 0.127140
H6 -2.889099 1.023325 -0.542223
O2 2.805061 2.872809 1.577416
C10 2.842621 -2.974003 -0.691337
C11 2.290004 1.050616 0.555715
N2 -0.830371 0.762517 -0.180274
H7 -1.782045 -1.468262 2.159502
H8 -6.006701 -2.041413 2.145785
C12 -1.932900 -0.821136 1.295682
H9 0.067415 -1.002319 0.535211
H10 -6.174895 -3.189347 0.802716
H11 2.081119 -2.349232 -2.596271
H12 -0.135510 0.295784 1.727006
C13 -2.249139 -0.927528 -1.209623
O3 -4.885406 -1.185209 -0.172184
H13 -1.372796 -1.366138 -1.688842
H14 1.703324 5.201017 1.130410
H15 -1.829020 1.065764 -1.955169
C14 1.202962 1.956948 0.355039
C15 -2.009471 0.560752 -1.003532
C16 -4.010199 -1.797535 0.376946
C17 0.957404 4.411130 1.174304
H16 3.281913 -0.926832 1.960350
C18 2.156084 -0.733074 -1.207103
O4 -0.377415 2.710640 -1.216807
H17 3.604312 -3.284925 1.286699
H18 -5.581743 -3.762901 2.393400
H19 0.453510 4.469602 2.139164

Force components x, y, z for each atom (eV/Å):
0.0 0.1 0.0
0.3 -0.2 0.2
0.0 -0.1 0.0
0.0 0.0 0.0
-0.1 0.0 -0.1
0.0 0.0 0.0
-0.1 0.1 0.2
0.2 -0.3 -0.1
0.1 -0.3 0.4
0.6 -1.1 -0.3
0.1 -0.1 -0.2
0.0 0.0 0.1
-0.1 0.1 0.0
0.1 0.0 0.0
-0.4 0.1 0.0
-0.5 -0.7 -0.5
-0.3 0.0 0.0
0.0 0.0 -0.1
-0.5 0.6 0.0
0.0 0.0 0.0
-0.2 0.9 0.3
-0.1 0.0 -0.1
0.0 0.1 0.0
0.0 -0.1 0.0
0.2 -0.1 0.0
-0.1 0.0 0.1
0.0 0.0 0.1
0.0 0.0 -0.1
0.0 -0.1 -0.1
-0.1 0.1 0.1
-0.2 0.1 0.0
0.0 0.0 0.0
0.0 0.1 0.0
-0.1 -0.1 0.1
0.5 0.7 0.4
-0.1 0.0 -0.5
0.4 -0.1 -0.2
0.1 0.0 0.1
0.0 0.0 0.1
0.1 -0.1 0.2
-0.1 0.2 -0.1
0.0 -0.1 0.1
0.0 0.0 0.0
0.0 0.0 0.0